Below is a molecular structure, C23H38N3O5RhSeSi, with properties calculated with the ωB97M-V functional and the def2-TZVPD basis.

The calculation puts the energy relative to the best compared isomer or geometry (same formula, charge and spin) at 0.104 eV. The HOMO-LUMO gap comes out at 8.81 eV.

```
72
Properties=species:S:1:pos:R:3:forces:R:3
Rh -0.571 0.237 -1.044 0.090 -0.013 -0.038
C -1.641 -1.403 5.049 0.005 -0.036 -0.011
C -1.677 -0.852 3.648 -0.036 0.063 0.062
O -0.831 -0.069 3.243 0.049 -0.026 -0.050
N -2.700 -1.284 2.870 0.025 0.003 -0.041
C -2.845 -0.872 1.486 0.042 -0.007 -0.019
C -2.398 -1.919 0.498 0.047 -0.109 -0.011
C -3.051 -3.145 0.535 0.012 0.027 0.019
C -2.725 -4.141 -0.361 -0.018 -0.029 -0.008
C -1.750 -3.867 -1.302 0.015 -0.010 -0.015
C -1.151 -2.627 -1.294 0.032 0.019 -0.022
N -1.433 -1.656 -0.403 -0.157 0.027 0.118
H -1.216 -0.653 5.710 -0.005 0.006 -0.002
H -0.987 -2.276 5.063 0.005 0.002 0.004
H -2.625 -1.700 5.409 0.005 -0.006 0.003
H -3.362 -1.927 3.267 -0.014 0.013 -0.001
H -2.277 0.032 1.354 -0.004 0.079 -0.023
H -3.891 -0.626 1.292 -0.002 -0.006 0.008
H -3.836 -3.298 1.265 0.005 -0.007 0.001
H -3.234 -5.096 -0.341 0.001 -0.001 0.006
H -1.457 -4.590 -2.050 0.001 0.005 -0.003
H -0.423 -2.374 -2.045 0.018 0.001 -0.004
C 1.864 -0.283 1.256 0.037 0.038 -0.013
Si 1.747 0.012 -0.606 -0.004 0.006 -0.007
C 2.539 -1.547 -1.422 -0.001 -0.030 0.042
C 4.072 -1.521 -1.301 0.003 0.004 0.008
C 2.091 -2.783 -0.618 -0.013 -0.001 -0.008
C 2.218 -1.726 -2.910 0.012 0.064 -0.004
C 2.733 1.637 -0.957 0.018 -0.015 -0.026
C 4.074 1.588 -0.195 -0.006 -0.001 -0.002
C 2.028 2.900 -0.443 -0.031 -0.002 0.017
C 3.023 1.816 -2.452 0.007 0.006 0.008
H 2.859 -0.671 1.491 -0.008 0.003 0.010
H 1.130 -1.001 1.620 -0.027 -0.015 -0.010
H 1.741 0.640 1.827 0.010 -0.021 0.032
H 4.412 -1.377 -0.273 0.003 0.013 -0.004
H 4.526 -0.757 -1.930 0.009 0.006 -0.008
H 4.458 -2.489 -1.639 -0.001 0.000 0.003
H 2.595 -2.823 0.349 0.005 0.007 0.002
H 2.359 -3.692 -1.167 0.004 0.001 0.000
H 1.023 -2.817 -0.418 -0.003 -0.005 -0.006
H 2.593 -0.889 -3.502 -0.006 -0.011 0.000
H 1.157 -1.789 -3.127 -0.057 -0.015 0.013
H 2.709 -2.636 -3.274 -0.014 0.002 -0.009
H 3.932 1.471 0.882 0.000 0.001 0.002
H 4.591 2.541 -0.352 -0.001 -0.001 0.000
H 4.740 0.803 -0.538 0.003 -0.013 -0.002
H 1.913 2.882 0.649 -0.019 -0.004 0.002
H 1.070 3.077 -0.930 -0.001 -0.007 0.010
H 2.663 3.766 -0.657 0.001 0.000 0.001
H 3.631 1.001 -2.848 0.004 -0.007 -0.005
H 3.587 2.743 -2.605 0.001 -0.001 0.006
H 2.110 1.880 -3.042 0.003 -0.006 -0.008
O -2.405 1.532 -3.633 0.068 -0.007 -0.090
Se -0.851 1.116 -3.595 -0.263 0.020 0.011
O 0.022 1.331 -4.913 0.113 -0.018 0.051
O -0.713 -0.463 -2.951 0.005 0.107 -0.037
O -0.161 1.845 -2.205 0.003 -0.092 0.031
N -0.644 1.444 0.697 -0.038 -0.100 -0.035
C -1.848 2.257 0.852 0.045 -0.032 0.019
C -2.189 2.697 2.126 -0.032 -0.020 -0.017
C -3.344 3.440 2.311 0.002 -0.005 -0.008
C -4.154 3.747 1.225 -0.011 0.011 0.010
C -3.802 3.311 -0.043 0.017 -0.006 -0.012
C -2.647 2.562 -0.240 0.005 0.044 -0.005
H 0.150 2.071 0.597 0.014 0.038 0.008
H -0.499 0.911 1.558 0.033 0.076 0.030
H -1.554 2.439 2.965 -0.007 0.009 0.005
H -3.611 3.782 3.302 0.004 -0.001 0.002
H -5.055 4.329 1.368 0.000 -0.003 0.000
H -4.420 3.552 -0.898 -0.002 -0.001 0.004
H -2.381 2.249 -1.242 0.000 -0.011 0.014
```
Forces are in eV/Å.

---

Below is a molecular structure, C23H38N4O2Se2TeY, with properties calculated with the ωB97M-V functional and the def2-TZVPD basis.

The calculation puts the energy relative to the best compared isomer or geometry (same formula, charge and spin) at 0.000 eV. As for the net charge: -1. The HOMO-LUMO gap comes out at 6.68 eV.

```
71
Properties=species:S:1:pos:R:3:forces:R:3
Y 10.338 12.231 11.798 0.235 0.723 -0.206
N 11.381 9.936 11.890 0.104 -0.678 -1.295
C 12.575 9.716 12.707 0.705 1.704 -1.456
C 12.336 10.432 14.016 -0.597 0.816 -0.299
N 12.089 11.911 13.795 1.507 -0.518 -0.607
H 10.646 9.292 12.137 -0.391 -0.147 0.368
H 11.492 9.766 10.873 0.342 0.250 0.769
H 13.395 10.156 12.085 -0.279 0.111 0.842
H 12.927 8.714 12.865 -0.459 -0.886 0.187
H 13.167 10.289 14.674 0.519 -0.194 0.617
H 11.433 9.979 14.439 0.258 0.432 0.055
H 13.035 12.347 13.679 -1.126 -0.367 -0.306
H 11.757 12.360 14.630 -0.532 -0.048 0.501
N 8.582 13.362 10.323 0.984 -0.606 -0.463
N 8.642 12.847 9.017 -0.460 -0.885 -0.703
C 9.216 11.491 8.881 -0.013 2.116 0.130
O 8.933 10.933 7.849 -0.026 -0.878 -0.349
O 10.057 11.182 9.805 -0.819 -0.056 0.003
H 7.717 13.173 10.764 -1.059 -0.534 0.506
H 8.606 14.355 10.297 0.608 0.998 0.106
H 7.774 12.998 8.469 0.962 -0.525 0.467
C 6.881 13.651 12.950 0.098 -0.086 1.030
Se 8.682 14.469 13.182 0.083 -0.719 -0.164
C 9.964 14.681 16.825 -0.063 1.412 -1.497
C 9.751 15.940 16.375 0.946 -2.562 1.442
Se 12.280 14.933 11.519 -0.129 0.547 -0.497
C 11.620 16.469 10.378 -0.467 -1.235 -0.100
H 6.814 12.841 12.229 0.098 -0.163 -0.064
H 6.213 14.443 12.643 -0.302 0.111 -0.011
H 6.546 13.221 13.914 0.118 0.323 -0.517
H 9.325 13.866 16.476 0.112 0.157 0.489
H 10.932 14.479 17.283 -0.388 -0.217 0.172
H 8.934 16.271 15.826 -1.483 0.113 -0.954
H 10.489 16.658 16.560 0.975 1.106 0.409
H 12.282 17.296 10.217 0.663 0.293 0.323
H 10.686 16.807 10.826 0.027 -0.019 -0.120
H 11.449 16.011 9.394 -0.159 0.107 0.310
C 13.309 11.475 9.115 -1.608 0.697 -0.893
C 13.391 12.970 9.556 0.271 0.101 -0.367
C 14.628 13.000 10.465 -0.158 -0.403 1.004
C 12.133 13.373 10.374 -0.413 -0.504 -0.093
C 13.530 13.817 8.260 -0.078 0.724 0.196
C 12.454 13.914 7.374 0.572 0.381 -0.687
C 12.539 14.608 6.138 -1.192 -1.447 0.596
C 13.724 15.167 5.758 1.710 1.419 -0.880
C 14.814 15.146 6.638 -0.750 -0.456 1.221
C 14.667 14.550 7.909 1.346 -0.776 -0.510
H 13.551 10.828 9.924 -0.036 -0.516 0.982
H 14.016 11.220 8.335 0.248 0.255 -0.344
H 12.283 11.234 8.748 0.739 0.080 0.268
H 14.264 12.479 11.408 0.646 0.693 -0.843
H 15.032 13.988 10.736 -0.374 -0.291 -0.108
H 15.444 12.383 10.067 -0.089 0.182 -0.090
H 11.290 13.587 9.671 0.421 -0.094 0.464
H 11.573 13.390 7.670 -0.771 -0.196 -0.239
H 11.701 14.569 5.414 0.454 0.143 0.741
H 13.850 15.696 4.775 -0.281 -0.704 0.959
H 15.795 15.547 6.429 -0.117 0.260 -0.403
H 15.589 14.468 8.525 -0.853 0.246 -0.286
Te 8.292 10.179 13.348 0.197 0.137 0.321
C 9.171 8.256 13.750 0.000 -0.078 0.012
C 10.056 8.008 14.867 -2.307 -0.204 -1.689
C 10.292 6.727 15.256 0.314 -0.866 -0.487
C 9.776 5.636 14.498 2.126 -0.246 2.054
C 8.986 5.864 13.415 -0.541 0.752 -0.611
C 8.664 7.161 13.003 0.939 0.957 0.640
H 10.411 8.761 15.518 0.121 1.041 0.268
H 10.934 6.647 16.140 -0.243 -0.691 -0.350
H 10.215 4.657 14.796 -1.040 0.481 -0.432
H 8.533 5.081 12.863 -0.021 -0.929 -0.432
H 8.094 7.346 12.072 0.174 -0.144 0.903
```
Forces are in eV/Å.

---

Below is a molecular structure, C23H38O, with properties calculated with the ωB97M-V functional and the def2-TZVPD basis.

The calculation puts the energy relative to the best compared isomer or geometry (same formula, charge and spin) at 19.879 eV. The HOMO-LUMO gap comes out at 9.17 eV.

```
62
Properties=species:S:1:pos:R:3:forces:R:3
C 2.537 3.313 1.579 0.595 -0.066 -1.194
C 2.748 1.899 0.963 -2.124 7.658 -5.161
O 2.898 1.042 1.660 1.757 -8.601 6.063
C 2.541 1.740 -0.562 -0.067 -1.144 -1.010
H 2.985 0.657 -0.980 -0.744 3.236 1.265
C 0.953 1.631 -0.920 2.287 1.591 -2.503
C 0.241 2.920 -0.702 11.661 2.389 -6.457
C -0.827 3.356 -0.362 -9.560 0.131 5.163
C -1.411 4.756 -0.338 5.108 1.577 3.934
H -2.337 4.687 -0.640 -5.095 0.000 -1.627
H -1.451 5.323 0.792 0.193 -2.006 -2.877
H -0.858 5.493 -0.955 -0.183 -0.716 0.137
C -1.632 2.147 0.374 -2.694 8.795 2.203
H -1.022 1.621 0.954 2.501 -3.035 1.744
H -2.189 2.808 1.179 1.191 -0.883 -0.331
C -2.763 1.669 -0.334 5.036 -8.539 -4.116
C -3.528 0.567 0.325 2.508 8.324 0.128
C -3.922 -0.569 0.018 5.867 2.460 -8.682
C -4.668 -1.231 0.763 -12.879 -9.584 11.136
H -4.236 -2.109 1.386 -0.331 1.084 -1.326
H -5.640 -1.774 0.165 2.570 1.334 1.504
H -5.304 -0.642 1.789 2.071 -1.279 -3.301
C -3.426 -1.106 -1.252 -2.752 -7.628 0.489
H -3.022 -0.464 -1.824 3.346 4.953 -3.574
H -4.289 -1.486 -2.055 1.743 0.350 2.559
C -2.333 -2.317 -1.001 -4.628 -1.217 -2.281
C -1.238 -1.996 -0.221 -1.494 10.401 -6.675
C -0.584 -2.258 0.749 3.177 -8.570 9.152
C -1.083 -3.826 1.380 2.449 3.754 -9.386
H -2.015 -3.854 1.648 -5.275 -0.103 1.571
H -0.860 -4.422 0.433 -0.820 0.220 1.336
H -0.426 -4.104 1.995 4.919 -2.158 5.397
C 0.580 -1.741 1.493 -0.501 -2.946 0.811
H 0.403 -2.006 2.532 -0.045 0.809 0.318
H 0.564 -0.783 1.244 0.111 4.969 -0.090
C 1.933 -2.215 1.114 -4.797 -8.567 -5.439
C 2.213 -2.226 -0.550 -4.184 -0.296 12.193
C 3.339 -1.820 -0.634 4.788 2.251 -11.367
C 4.534 -1.465 -0.055 0.361 -1.126 7.092
H 5.211 -0.930 -0.592 2.162 0.712 -1.704
H 4.375 -0.892 0.888 -0.341 0.736 -0.698
H 4.823 -2.336 0.625 0.925 0.374 -1.707
C 3.432 -1.767 -2.356 4.202 0.429 -0.524
H 4.259 -2.554 -2.691 -1.842 1.228 0.549
H 2.506 -1.897 -2.992 0.906 0.128 1.199
H 4.002 -0.781 -2.671 -1.395 -1.514 0.516
H 1.439 -2.568 -0.994 -4.548 -1.875 -3.931
H 1.992 -3.637 1.337 -0.175 4.010 -0.246
H 2.703 -1.877 1.580 4.429 2.447 3.186
H -1.042 -0.767 -0.484 0.334 -2.518 0.039
H -2.885 -3.090 -0.487 -0.455 -0.703 -0.144
H -2.040 -2.725 -1.989 -0.145 0.236 0.364
H -3.785 1.192 1.094 -1.938 -0.134 3.488
H -2.105 1.148 -1.194 -1.901 0.930 0.480
H -3.203 2.432 -0.754 -3.246 3.760 -2.089
H 0.892 3.941 -1.178 -0.971 -2.869 0.952
H 0.961 1.334 -2.085 -0.426 0.594 2.714
H 0.415 0.967 -0.327 -0.254 -2.094 0.724
H 3.011 2.704 -1.010 -0.898 -1.909 0.064
H 3.449 3.903 1.394 -0.527 0.254 -0.762
H 1.613 3.679 1.067 0.898 0.466 0.903
H 2.574 3.305 2.672 -0.860 -0.509 -0.174
```
Forces are in eV/Å.

---

| no. | E (Ha) |
| --- | --- |
| 1 | -4241.144629 |
| 2 | -6378.021445 |
| 3 | -973.648035 |